Arrangement a

Entry from OMol25: 2 unconnected molecules or ions with the total composition C5H15NO (ωB97M-V with the def2-TZVPD basis set).

E_LUMO (spin up / spin down) = -2.8 / -7.5 eV
HOMO level (spin up / spin down) = -15.35 / -15.34 eV

Geometry as ORCA input:
```
! wB97M-V def2-TZVPD RIJCOSX def2/J DEFGRID3
* xyz 1 2
C -0.62798 -0.09961 1.54206
C -0.88915 1.09676 2.56898
C -0.50809 0.34700 0.02665
N 0.98110 0.36787 -0.40924
C 1.56757 -0.99257 -0.53161
C 1.17052 1.02991 -1.64900
H -1.53220 -0.80403 1.49722
H 0.32076 -0.61875 1.97458
H -0.01482 1.68329 2.62588
H -1.75550 1.61977 2.21429
H -1.07858 0.88880 3.59981
H -0.80732 1.36511 0.17705
H -1.11364 -0.21679 -0.64707
H 2.37631 -1.15940 -1.24668
H 0.89364 -1.66169 -1.02936
H 1.84443 -1.33258 0.51102
H 2.29915 0.98112 -1.78548
H 0.60057 0.49455 -2.49362
H 0.84893 2.10212 -1.48479
H -1.44888 -1.83925 -1.12887
H -2.01238 -1.64998 -2.36398
O -1.11442 -1.60167 -1.96784
*
```


Arrangement b

Entry from OMol25: 2 unconnected molecules or ions with the total composition C5H15NO (ωB97M-V with the def2-TZVPD basis set).

E_LUMO (spin up / spin down) = -3.8 / -8.1 eV
HOMO level (spin up / spin down) = -14.55 / -14.55 eV

Geometry as ORCA input:
```
! wB97M-V def2-TZVPD RIJCOSX def2/J DEFGRID3
* xyz 1 2
C 0.33814 -0.68754 -1.82199
C -0.22833 -1.56263 -0.69429
C -0.54702 -0.85000 0.73421
C -0.93037 -2.00093 1.60411
C 0.61472 0.04581 1.26957
N -0.30454 0.69022 -1.77368
H 0.14548 -1.00033 -2.81383
H 1.39962 -0.59275 -1.52876
H -1.29709 -1.91674 -0.95823
H 0.54401 -2.34677 -0.54037
H -1.40019 -0.15722 0.82205
H -1.32026 -1.88154 2.71500
H 0.01523 -2.68665 1.75358
H -1.78608 -2.56421 1.09742
H 0.64841 0.95138 0.64362
H 1.60271 -0.48938 1.08550
H 0.34970 0.34724 2.31107
H 0.33079 1.39149 -1.19012
H -1.29340 0.92191 -1.95657
H 1.19549 4.14609 0.13304
H 0.58150 5.42745 -0.34600
O 1.34148 4.81510 -0.54534
*
```


Arrangement c

Entry from OMol25: 2 unconnected molecules or ions with the total composition C5H15NO (ωB97M-V with the def2-TZVPD basis set).

E_LUMO (spin up / spin down) = -3.1 / -8.3 eV
HOMO level (spin up / spin down) = -13.43 / -13.43 eV

Geometry as ORCA input:
```
! wB97M-V def2-TZVPD RIJCOSX def2/J DEFGRID3
* xyz 1 2
C 0.46465 1.45571 -0.07607
C 0.24774 0.22599 -0.99210
C -0.88777 -0.71857 -0.52603
C -0.51209 -2.16446 -0.68697
C -2.22796 -0.25940 -1.12477
N 0.28264 0.46741 -2.39930
H 1.38196 1.42079 0.51873
H 0.79312 2.36057 -0.61830
H -0.42601 1.72811 0.47516
H 1.27515 -0.18823 -0.85809
H -1.02673 -0.39785 0.52216
H -0.76388 -2.81431 0.18209
H 0.49586 -2.51316 -0.84179
H -1.23112 -2.57624 -1.42460
H -2.40588 0.82030 -1.10449
H -2.40957 -0.62471 -2.13225
H -3.06402 -0.71965 -0.59570
H -0.60821 0.19848 -2.83020
H 0.59145 1.40116 -2.68064
H 3.42929 0.18053 5.93504
H 3.58870 1.74966 5.69161
O 3.01268 0.96788 5.56651
*
```


Stability ranking, top and bottom: arrangement c is the most stable and arrangement b is the least stable.


Arrangement a

Entry from OMol25: a molecular structure, C4H6OS (ωB97M-V with the def2-TZVPD basis set).

E_LUMO = -0.5 eV
HOMO level = -8.94 eV

Geometry as ORCA input:
```
! wB97M-V def2-TZVPD RIJCOSX def2/J DEFGRID3
* xyz 0 1
C 1.95541 1.05669 0.04327
C 1.07831 -0.07484 -0.37498
C -1.32006 -0.62383 0.06607
C -2.59523 -0.45013 -0.11913
H 2.96228 0.56685 0.19420
H 1.76037 1.12132 1.38281
H 2.04560 2.14141 -0.62104
H -1.01525 -1.55193 1.05499
H -3.11494 -1.44566 0.36248
H -2.99915 0.63063 -1.26898
O -0.28995 0.36570 -0.45066
S 1.53261 -1.73622 -0.26902
*
```


Arrangement b

Entry from OMol25: 2 unconnected molecules or ions with the total composition C4H6OS (ωB97M-V with the def2-TZVPD basis set).

E_LUMO = 0.4 eV
HOMO level = -9.14 eV

Geometry as ORCA input:
```
! wB97M-V def2-TZVPD RIJCOSX def2/J DEFGRID3
* xyz 0 1
C -1.55020 -1.08454 -0.24837
C -1.27803 2.29474 0.54323
C -0.70074 -0.05088 -0.30085
C -1.05282 1.20946 0.08683
O 2.40623 0.09056 -1.15470
S 2.68487 -0.14475 0.27999
H -1.34204 -2.19059 -0.31379
H -2.61077 -0.99596 -0.15939
H 3.34030 -1.43999 0.22266
H -1.73456 3.18898 0.83739
H 0.32222 -0.10645 -0.61343
H 1.51553 -0.77058 0.82043
*
```


Arrangement c

Entry from OMol25: a single C4H6OS molecule (ωB97M-V with the def2-TZVPD basis set).

E_LUMO = 0.9 eV
HOMO level = -9.69 eV
Structure (SMILES) = O=CSC1CC1

Geometry as ORCA input:
```
! wB97M-V def2-TZVPD RIJCOSX def2/J DEFGRID3
* xyz 0 1
O 3.18531 -0.39247 -1.42844
C 2.16181 -0.07684 -0.87537
S 0.60295 -0.03034 -1.69354
C -0.33467 0.53758 -0.22000
C -0.57186 -0.31384 0.99859
C -1.68183 -0.07972 0.07688
H 2.08617 0.15220 0.23035
H -0.21281 1.58948 -0.04057
H -0.13739 -1.35308 1.07924
H -0.59512 0.33240 1.84603
H -2.44182 0.56126 0.56585
H -2.06074 -0.92662 -0.53902
*
```


Stability ranking, top and bottom: arrangement c is the most stable and arrangement a is the least stable.


Arrangement a

Entry from OMol25: 2 unconnected molecules or ions with the total composition C4H6OS (ωB97M-V with the def2-TZVPD basis set).

E_LUMO = -1.3 eV
HOMO level = -8.90 eV

Geometry as ORCA input:
```
! wB97M-V def2-TZVPD RIJCOSX def2/J DEFGRID3
* xyz 0 1
C 1.64346 -0.06350 0.37603
C 0.18200 -0.38794 -0.09563
C -0.73011 0.69178 -0.17955
C -2.21706 0.56459 -0.20252
H 1.71099 -1.70575 -0.53448
H 1.65852 -0.26669 1.46766
H 1.57693 1.11766 0.23263
H -0.32298 -1.41635 -0.64176
H -0.49705 1.79906 0.18300
H -2.94570 1.27806 -0.44704
O 2.86454 -0.71927 -0.24857
S -2.92353 -0.89165 0.09022
*
```


Arrangement b

Entry from OMol25: 2 unconnected molecules or ions with the total composition C4H6OS (ωB97M-V with the def2-TZVPD basis set).

E_LUMO (spin up / spin down) = -1.4 / -1.4 eV
HOMO level (spin up / spin down) = -8.76 / -8.93 eV
Structure (SMILES) = CC1=CC1.O=S

Geometry as ORCA input:
```
! wB97M-V def2-TZVPD RIJCOSX def2/J DEFGRID3
* xyz 0 1
C -0.04150 -1.43652 0.24439
C 0.14760 0.01050 0.42791
C 0.25969 1.11801 1.05819
C 0.47519 1.22441 -0.46714
H -0.48216 -2.06721 1.00999
H 0.82472 -1.97875 0.02111
H -0.73400 -1.51705 -0.58356
H 0.18069 1.75121 2.00790
H -0.38297 1.41441 -1.10338
H 1.48339 1.31652 -0.79499
O 2.86078 -0.01423 0.29959
S 3.58338 0.20790 -0.92573
*
```


Stability ranking, top and bottom: arrangement b is the most stable and arrangement a is the least stable.